138
Properties=species:S:1:pos:R:3:forces:R:3:mulliken_charge:R:1 method="wB97M-V/def2-TZVPD" fmax_ev_per_a=9.9 smiles="C#Cc1c(P(C)CC)c(-c2ccncc2)c(C[C@H](C)OCc2ccccc2)c2nc(CCO)c(Br)nc12.CCOC(C)=O.CCOC(C)=O.CCOC(C)=O.CCOC(C)=O.CCOC(C)=O" molar_mass_g_mol=1017.00 homo_lumo_gap_ev=6.0
C 1.9764 -0.9555 3.2673 -0.388 5.441 -8.271 -0.5642
C 1.9931 -0.1767 2.0703 -0.306 -4.593 6.229 -0.4076
C 2.0031 0.6088 0.5959 1.406 0.465 -0.519 0.7160
C 3.4670 1.1177 -0.0071 -3.813 0.065 -1.877 0.0863
P 4.9915 0.7903 1.1097 0.371 -0.135 0.924 0.0376
C 6.3058 2.2191 0.9322 -1.018 1.224 -1.356 -0.4739
C 5.9284 -0.8248 0.5704 0.579 -0.229 -0.577 -0.5615
C 6.0673 -0.9987 -1.0492 1.283 0.274 0.085 0.9012
C 3.4858 1.8754 -1.4576 -3.537 -0.348 -0.310 -0.1801
C 4.8676 2.4451 -2.1184 3.550 2.348 -1.595 0.4984
C 5.8694 1.6548 -3.1543 0.168 1.522 0.426 -0.0059
C 7.2382 2.2446 -3.8122 -2.757 2.395 2.818 -0.3945
N 7.6654 3.6429 -3.5172 -4.664 -2.413 2.094 -0.5098
C 6.7727 4.4190 -2.6108 -1.290 -1.349 0.404 -0.2151
C 5.4058 4.0043 -1.8282 1.768 -3.322 -2.825 -0.2650
C 2.0889 2.1259 -2.2756 1.192 -0.750 2.950 0.1467
C 2.0667 2.8763 -3.7372 -0.340 -1.345 0.938 -0.9417
C 2.1177 1.6685 -4.8731 0.698 1.335 -1.876 0.2375
C 0.9890 1.9754 -6.0508 -0.219 -1.228 0.065 -1.0960
O 2.0401 0.3122 -4.3092 -0.186 0.148 -1.765 -0.1305
C 2.1071 -0.6995 -5.3754 0.328 -0.678 -1.187 -0.4470
C 2.5113 -2.2090 -4.8818 0.627 -4.285 1.056 0.3659
C 2.0153 -3.4780 -5.8401 1.962 -1.270 3.041 -0.5225
C 2.3554 -5.0387 -5.4348 1.393 2.910 2.435 -0.3812
C 3.2075 -5.4057 -4.0825 -0.854 4.477 -0.520 -0.3881
C 3.7039 -4.1800 -3.1107 -2.301 0.460 -3.931 -0.3557
C 3.3504 -2.6130 -3.5335 -1.009 -2.361 -2.047 -0.2038
C 0.6391 1.6215 -1.6311 -0.056 -0.038 0.354 0.0742
N -0.5939 1.9407 -2.4255 -1.206 -2.923 5.574 -0.2367
C -1.8702 1.5019 -1.7634 2.891 0.115 0.046 0.3515
C -3.2759 1.8895 -2.5772 1.060 0.103 0.617 -0.6878
C -4.1238 0.5844 -3.0875 -1.400 0.973 0.199 0.1312
O -3.3112 -0.5834 -3.4637 -2.189 -0.046 1.980 -0.4890
C -1.8595 0.7233 -0.3347 2.996 0.458 -0.189 0.0574
Br -3.6825 0.2213 0.4304 2.323 0.552 -0.835 -0.2145
N -0.6749 0.3573 0.5147 -1.272 3.615 -6.706 -0.3918
C 0.5519 0.8549 -0.1991 1.750 0.052 0.288 0.1539
H 1.8240 -1.5266 4.3044 0.627 1.802 -2.829 0.1529
H 5.6429 3.2103 0.8697 1.436 -2.066 0.161 0.1891
H 6.9813 2.3289 1.8808 -1.297 -0.663 -1.917 0.3711
H 6.8824 2.0934 -0.0783 -0.929 0.591 2.318 -0.0607
H 7.0194 -0.7015 1.0119 -2.380 -0.146 -0.873 0.2599
H 5.4446 -1.7358 1.1283 0.636 1.802 -1.290 0.4249
H 5.1362 -0.6020 -1.6357 1.591 -1.118 1.252 -0.9109
H 6.3810 -2.1065 -1.3346 -0.950 2.255 0.476 0.3640
H 6.9824 -0.3092 -1.3853 -2.118 -1.534 0.719 -0.3088
H 5.5687 0.5442 -3.4679 0.687 2.727 0.802 0.2223
H 7.9313 1.6022 -4.5421 -1.846 1.596 1.871 0.3084
H 7.1186 5.5485 -2.4212 -0.686 -2.873 -0.561 0.2781
H 4.8113 4.7460 -1.1073 1.575 -1.803 -1.855 0.3229
H 2.9806 3.6040 -3.8555 -1.707 -1.667 0.318 0.3300
H 1.0758 3.4989 -3.8606 1.934 -1.443 0.398 0.4501
H 3.1697 1.7487 -5.4262 -1.971 -0.165 1.215 0.3072
H -0.0334 1.4743 -5.7170 2.015 1.309 -0.583 0.2245
H 1.2967 1.4285 -7.0557 -0.556 1.236 2.048 0.2771
H 0.8500 3.1174 -6.2746 0.363 -2.238 0.624 0.3578
H 2.9039 -0.3438 -6.1901 -1.436 -0.776 1.740 0.3386
H 1.0848 -0.8096 -5.9807 2.040 0.296 1.543 0.2532
H 1.4211 -3.3191 -6.8551 1.374 -0.194 2.497 0.2167
H 1.9895 -5.9242 -6.1098 0.757 2.058 1.387 0.2672
H 3.4463 -6.5086 -3.7549 -0.616 2.446 -0.900 0.2690
H 4.3064 -4.4464 -2.1336 -1.396 0.845 -2.221 0.3020
H 3.7294 -1.7602 -2.8285 -0.919 -1.811 -1.503 0.1815
H -3.9521 2.4747 -1.8178 1.250 -1.145 -1.388 0.3123
H -3.0042 2.6585 -3.4500 -0.318 -1.987 1.945 0.2442
H -4.7823 0.9457 -4.0151 1.515 -0.805 1.790 0.1142
H -4.9178 0.3451 -2.2347 1.905 0.203 -1.896 -0.0670
H -3.7464 -1.3548 -2.9536 1.193 1.809 -1.307 0.3292
C -9.8746 2.0864 -4.8412 0.197 0.069 -0.160 -0.9295
C -10.2081 1.1012 -3.7394 0.023 0.156 -0.147 -0.3841
O -9.1315 0.1663 -3.5412 0.089 -0.507 0.254 -0.3477
C -8.0387 0.4035 -2.7828 1.287 -1.227 0.164 0.7057
C -7.7737 1.8013 -2.3027 -0.263 0.228 0.626 -0.8646
O -7.2353 -0.4985 -2.5493 -1.817 1.438 -0.599 -0.5716
H -8.9959 2.6881 -4.5958 -0.137 0.010 0.051 0.2660
H -10.7157 2.7603 -5.0233 0.061 -0.071 0.023 0.3487
H -9.6426 1.5550 -5.7711 -0.138 0.036 0.178 0.2941
H -10.4791 1.5917 -2.8000 0.152 -0.006 -0.054 0.3456
H -11.0801 0.5081 -4.0404 0.373 -0.102 0.138 0.2924
H -7.0727 2.2857 -2.9846 -0.025 -0.031 0.051 0.2089
H -7.3317 1.7460 -1.3037 0.165 -0.068 -0.287 0.2802
H -8.6688 2.4124 -2.2060 0.034 0.057 -0.206 0.3679
C -0.3428 1.3004 8.6652 0.181 0.114 0.150 -1.0560
C -0.5437 0.4231 7.4461 -0.133 0.122 0.195 -0.2157
O 0.7147 0.1225 6.8150 0.385 -0.355 -0.487 -0.3307
C 1.5474 -0.8705 7.1976 1.276 -0.078 -0.715 0.8547
C 1.3015 -1.5649 8.5059 -0.410 -0.584 0.060 -1.1031
O 2.5333 -1.1527 6.5178 -1.928 0.645 0.869 -0.5940
H 0.2640 0.8045 9.4268 -0.128 -0.029 -0.030 0.2802
H -1.3048 1.5687 9.1096 0.067 -0.046 -0.084 0.3515
H 0.1861 2.2200 8.3907 -0.160 -0.142 -0.040 0.3220
H -1.0987 -0.4925 7.6696 0.137 0.048 0.034 0.3208
H -1.1377 0.9706 6.7043 0.344 -0.213 -0.002 0.2323
H 1.9283 -1.1096 9.2746 -0.032 -0.045 -0.066 0.2713
H 1.5698 -2.6194 8.3938 0.216 0.274 0.026 0.2978
H 0.2618 -1.5479 8.8267 0.048 0.198 0.079 0.3602
C 12.2791 -1.0053 -1.1793 0.099 0.044 0.249 -0.9962
C 10.9536 -0.9565 -1.9118 0.204 -0.004 0.038 -0.4477
O 9.8702 -0.6991 -0.9995 -0.634 -0.034 0.035 -0.3361
C 9.5007 0.5288 -0.5735 -1.051 0.275 1.043 0.7901
C 10.4021 1.6977 -0.8483 -0.101 0.375 -0.591 -1.2239
O 8.4761 0.6747 0.0916 2.441 -0.812 -1.317 -0.4099
H 12.5122 -0.0525 -0.6977 0.004 -0.037 -0.145 0.2730
H 13.0910 -1.2530 -1.8679 -0.086 0.012 0.045 0.3665
H 12.2490 -1.7603 -0.3856 -0.032 0.055 -0.215 0.3039
H 10.9510 -0.2376 -2.7361 -0.010 0.046 0.165 0.3366
H 10.7541 -1.9383 -2.3582 -0.227 0.245 0.243 0.3494
H 11.0283 1.8787 0.0270 -0.060 -0.013 -0.045 0.3100
H 9.7800 2.5768 -1.0399 0.040 -0.141 0.264 0.2611
H 11.0318 1.5732 -1.7270 0.123 -0.086 0.125 0.3972
C -4.1012 -3.1717 4.5482 0.250 0.056 0.060 -1.0977
C -5.3545 -2.6620 5.2305 -0.030 -0.087 -0.357 0.5677
O -5.0289 -1.7171 6.2665 -0.081 0.496 0.698 -0.4028
C -4.7958 -0.4022 6.0604 0.338 0.790 1.100 0.6902
C -4.6116 0.0943 4.6555 -0.564 0.147 -0.419 -0.5770
O -4.6656 0.3639 7.0143 -0.276 -1.597 -1.309 -0.6427
H -3.5500 -2.3661 4.0571 -0.126 -0.068 -0.071 0.2214
H -4.3506 -3.9275 3.7989 -0.004 0.084 0.065 0.3625
H -3.4208 -3.6167 5.2830 -0.156 -0.013 -0.086 0.3369
H -6.0777 -2.2390 4.5273 0.386 -0.069 0.220 -0.2910
H -5.8596 -3.5004 5.7255 0.135 0.329 0.182 0.3367
H -3.5444 0.1470 4.4329 -0.057 0.026 0.003 0.2265
H -5.0494 1.0940 4.5815 0.304 -0.068 0.159 0.3822
H -5.1108 -0.5130 3.9031 0.171 -0.136 0.014 0.0563
C -11.1100 -2.6935 3.9204 0.006 -0.178 -0.210 -0.9948
C -10.1107 -1.8232 4.6552 -0.256 -0.081 -0.030 -0.4120
O -8.7723 -2.0651 4.1834 0.680 0.120 0.043 -0.3570
C -8.2291 -1.4908 3.0876 1.299 -0.320 -0.503 0.8476
C -9.1204 -0.7423 2.1391 -0.119 0.694 0.082 -1.1279
O -7.0344 -1.6397 2.8342 -2.209 0.160 0.600 -0.7003
H -11.1258 -2.4779 2.8492 -0.058 0.073 0.108 0.2747
H -12.1170 -2.5442 4.3185 0.104 -0.004 -0.013 0.3669
H -10.8442 -3.7514 4.0249 -0.046 0.201 0.092 0.3071
H -10.3577 -0.7589 4.6047 0.082 -0.093 -0.121 0.3521
H -10.1158 -2.0909 5.7188 0.314 0.046 -0.284 0.3502
H -9.4044 -1.4043 1.3192 0.057 0.045 0.043 0.2977
H -8.5638 0.1117 1.7423 0.050 -0.338 -0.081 0.2633
H -10.0153 -0.3331 2.6034 -0.078 -0.195 -0.026 0.3713